Entry 1:
{
  "formula": "C22H20N4O4",
  "method": "wB97M-V/def2-TZVPD",
  "elements": ["H", "C", "C", "C", "C", "H", "H", "C", "O", "N", "C", "H", "H", "H", "C", "N", "H", "C", "N", "C", "C", "C", "H", "H", "O", "H", "H", "O", "C", "H", "H", "C", "C", "H", "C", "N", "H", "C", "O", "C", "H", "C", "C", "H", "C", "H", "H", "C", "C", "H"],
  "xyz": [[-5.165, -12.022, 0.749], [-0.207, -1.314, -0.834], [-5.404, -11.318, -0.035], [5.516, 8.180, -2.735], [-6.034, -10.785, -2.334], [0.891, -4.115, 0.676], [0.436, 3.203, 2.893], [1.086, 5.866, 4.805], [-5.686, -7.190, 0.837], [-5.694, -7.562, -0.387], [2.115, -1.160, -0.181], [-1.278, -3.050, -0.333], [3.000, -2.938, 0.593], [3.104, 6.949, -4.848], [3.901, 6.928, -4.119], [2.055, 8.104, 4.102], [5.937, 9.148, -2.507], [-6.015, -9.453, -2.044], [0.990, -0.567, -0.656], [5.275, 5.962, -2.418], [-0.281, -2.635, -0.307], [0.746, 4.213, 3.116], [-6.397, -11.197, -3.264], [1.056, 6.222, 5.825], [2.214, 8.446, 5.257], [2.987, -0.527, -0.118], [-5.461, -12.765, -1.423], [-5.624, -6.668, -1.262], [4.523, 8.191, -3.789], [-5.638, -9.646, 1.310], [1.995, 6.931, 1.708], [1.338, 4.983, 2.158], [4.331, 5.781, -3.452], [-6.363, -8.703, -2.740], [0.865, -3.142, 0.208], [5.905, 7.090, -2.062], [5.462, 5.068, -1.842], [-5.539, -9.963, 0.282], [2.236, 8.825, 3.153], [-5.708, -9.003, -0.757], [-0.951, -0.613, -1.182], [1.625, 6.292, 2.496], [0.523, 4.680, 4.422], [-0.102, 4.090, 5.077], [1.581, 6.782, 3.789], [3.700, 4.915, -3.585], [1.379, 4.563, 1.163], [-5.595, -11.698, -1.327], [2.087, -2.463, 0.266], [4.281, 9.084, -4.346]],
  "lowdin_charge": [0.111, -0.082, -0.084, -0.147, -0.052, 0.103, 0.107, 0.013, 0.024, -0.289, -0.166, 0.100, 0.099, 0.093, -0.080, -0.374, 0.092, -0.027, 0.028, -0.161, -0.081, -0.081, 0.108, 0.111, 0.083, 0.096, 0.106, 0.048, -0.042, 0.113, 0.119, -0.070, -0.079, 0.120, -0.107, 0.050, 0.094, 0.012, 0.084, -0.120, 0.091, -0.013, -0.075, 0.107, -0.126, 0.096, 0.113, -0.071, -0.079, 0.085],
  "de_lowest_kj_mol": 951.5,
  "lumo_ev": -1.008,
  "spin_multiplicity": 1,
  "e_homo_ev": -9.5,
  "homo_lumo_gap_ev": 8.45,
  "smiles": "O=[N+]([O-])c1ccccc1.O=[N+]([O-])c1ccccc1.c1ccncc1.c1ccncc1"
}



Entry 2:
{
  "formula": "C18H34N5O8P",
  "method": "wB97M-V/def2-TZVPD",
  "elements": ["H", "H", "H", "C", "C", "H", "C", "C", "H", "C", "N", "H", "C", "H", "C", "H", "H", "H", "H", "O", "C", "H", "N", "H", "N", "C", "H", "H", "O", "H", "C", "H", "P", "H", "H", "H", "O", "O", "H", "N", "C", "C", "H", "N", "H", "O", "C", "H", "H", "H", "H", "O", "C", "H", "H", "O", "C", "H", "H", "H", "H", "C", "H", "C", "O", "C"],
  "xyz": [[-0.755, 1.323, -3.130], [-5.070, -3.668, -6.193], [-5.615, -0.326, -6.668], [2.648, -5.228, 3.894], [1.265, -1.591, -5.028], [0.737, -0.816, -5.573], [-4.348, -2.974, -6.625], [-4.570, -0.021, -6.611], [0.459, 1.156, -4.407], [-0.785, 0.483, 3.293], [0.266, 1.296, 3.373], [-3.318, -2.548, -4.819], [0.105, 5.276, 3.601], [2.287, -4.516, 7.020], [-1.299, -0.042, 2.119], [-4.088, -0.207, -7.572], [0.827, -4.166, 3.480], [-4.528, 1.042, -6.398], [-1.253, 0.208, 4.228], [0.419, -0.397, -1.723], [-0.702, 0.308, 0.912], [0.913, -5.550, 6.596], [-0.597, 5.164, 2.333], [0.859, -2.562, -5.317], [2.481, -5.546, 5.208], [1.904, -4.024, 3.374], [0.905, 4.535, 3.639], [-1.012, 0.145, -4.416], [1.966, 2.434, 2.269], [-3.548, -3.553, -7.090], [-0.126, 7.462, 1.621], [-0.335, 8.100, 0.769], [3.689, -0.578, 2.080], [0.532, 6.264, 3.727], [-4.844, -2.388, -7.391], [-1.037, -0.071, -0.032], [-3.347, -0.177, -4.561], [3.293, 1.799, 3.959], [-1.034, 4.284, 2.109], [1.123, -1.399, -3.597], [-3.858, -0.760, -5.504], [0.391, 1.150, 0.996], [1.160, -4.013, 5.755], [-3.803, -2.116, -5.590], [2.202, -3.126, 3.907], [3.669, 1.029, 1.887], [-0.752, 6.109, 1.370], [2.136, -3.893, 2.324], [3.879, -1.000, 0.760], [0.955, 7.370, 1.736], [3.003, -6.357, 5.496], [3.380, -5.902, 3.185], [0.445, -0.418, -2.947], [1.569, -2.059, -2.981], [0.916, 1.445, 0.102], [-1.373, 5.866, 0.348], [1.664, -4.866, 6.195], [-0.588, 5.082, 4.421], [-0.545, 7.921, 2.517], [4.859, -0.920, 2.772], [-2.143, -0.707, 2.147], [0.828, 1.599, 2.222], [2.319, -1.561, -5.307], [-0.259, 0.616, -3.787], [2.495, -1.165, 2.693], [2.982, 1.745, 2.834]],
  "lowdin_charge": [0.090, 0.084, 0.085, -0.551, -0.077, 0.072, -0.077, -0.009, 0.088, -0.129, 0.164, 0.139, -0.068, 0.081, -0.048, 0.084, 0.088, 0.083, 0.105, 0.016, -0.035, 0.080, 0.014, 0.081, 0.001, -0.025, 0.071, 0.056, 0.085, 0.082, -0.015, 0.079, 0.689, 0.070, 0.070, 0.090, 0.027, 0.214, 0.133, 0.009, -0.546, 0.006, 0.071, 0.007, 0.058, -0.132, -0.558, 0.076, 0.034, 0.082, 0.135, 0.022, -0.524, 0.138, 0.118, 0.026, -0.081, 0.084, 0.082, 0.034, 0.099, -0.335, 0.082, 0.000, -0.356, -0.623],
  "lumo_ev": 0.423,
  "spin_multiplicity": 1,
  "e_homo_ev": -9.1,
  "homo_lumo_gap_ev": 9.51,
  "smiles": "O=[PH2]OC(=O)Oc1ccccn1.CNC(C)=O.CNC(C)=O.CNC(C)=O.CNC(C)=O"
}



Entry 3:
{
  "formula": "C3H10O3",
  "method": "wB97M-V/def2-TZVPD",
  "elements": ["C", "H", "H", "H", "H", "O", "C", "H", "H", "H", "H", "H", "C", "H", "O", "O"],
  "xyz": [[-0.351, -2.121, -0.422], [1.301, -2.021, -1.192], [-1.385, 0.213, 1.720], [2.302, 2.639, -6.611], [-1.897, 0.972, 4.471], [2.874, 2.889, -5.889], [-0.665, -0.595, 1.526], [-0.981, -2.958, -0.158], [-1.012, -1.412, 2.174], [-1.887, 2.296, 5.257], [0.143, -0.173, -0.568], [0.211, -0.292, 2.130], [-0.212, -0.908, 0.148], [3.151, 2.025, -5.548], [-2.091, 1.911, 4.423], [0.499, -2.464, -1.462]],
  "lowdin_charge": [-0.191, 0.080, 0.067, 0.023, 0.028, -0.061, -0.132, 0.115, 0.075, 0.014, 0.109, 0.074, -0.164, 0.038, -0.046, -0.029],
  "de_lowest_kj_mol": 144.7,
  "lumo_ev": 0.793,
  "spin_multiplicity": 1,
  "e_homo_ev": -8.8,
  "homo_lumo_gap_ev": 9.55,
  "smiles": "C/C=C/O.O.O"
}



Entry 4:
{
  "formula": "C3H6N2OS",
  "method": "wB97M-V/def2-TZVPD",
  "elements": ["N", "H", "O", "H", "C", "H", "C", "H", "N", "C", "H", "S", "H"],
  "xyz": [[-2.095, -1.277, -0.001], [0.288, -1.800, -0.258], [2.391, -0.711, -0.300], [-3.058, -0.974, -0.065], [-1.137, -0.341, -0.109], [0.808, 1.960, -0.601], [1.400, 1.428, 0.128], [1.044, 1.725, 1.108], [0.174, -0.777, -0.142], [1.410, -0.044, -0.079], [-1.918, -2.082, 0.581], [-1.733, 1.200, -0.234], [2.426, 1.694, -0.027]],
  "lowdin_charge": [0.040, 0.161, 0.084, 0.081, -0.900, 0.041, -0.041, 0.088, 0.091, -0.469, 0.103, 0.641, 0.080],
  "de_lowest_kj_mol": 44.2,
  "lumo_ev": 0.605,
  "spin_multiplicity": 1,
  "e_homo_ev": -8.5,
  "homo_lumo_gap_ev": 9.12,
  "smiles": "CC(=O)NC(N)=S"
}



Entry 5:
{
  "formula": "C15H31Br2N4O10",
  "method": "wB97M-V/def2-TZVPD",
  "elements": ["O", "C", "H", "O", "C", "O", "H", "N", "H", "C", "C", "H", "C", "H", "O", "O", "O", "H", "H", "H", "H", "C", "H", "H", "Br", "O", "H", "O", "N", "H", "N", "H", "C", "H", "N", "C", "H", "O", "H", "O", "Br", "H", "H", "H", "C", "H", "H", "H", "C", "H", "H", "H", "C", "H", "H", "H", "C", "C", "H", "C", "H", "C"],
  "xyz": [[-3.719, -0.104, -2.956], [-4.490, -0.764, 0.396], [4.343, 0.006, -1.218], [-5.301, -0.758, 2.570], [0.127, -0.924, -0.586], [-3.579, -2.136, -2.249], [-7.763, 0.495, 4.596], [-8.872, -1.144, 5.251], [-6.889, -0.638, 5.648], [-1.020, 2.573, 3.790], [3.096, 2.571, -1.496], [0.651, -0.676, -2.676], [-7.578, -0.553, 4.813], [6.711, 1.084, -2.788], [-9.403, -0.648, 6.227], [8.043, -1.995, -0.987], [0.852, 1.250, 4.147], [-1.457, 1.818, 4.433], [-1.774, -1.018, -4.367], [-3.866, -1.628, 0.597], [-5.451, -1.078, 0.001], [2.253, 0.585, -0.149], [2.887, 3.191, -2.381], [-7.221, -1.087, 3.943], [-1.032, 0.282, 0.464], [1.063, 2.999, 2.899], [6.191, -0.590, -3.042], [6.943, -0.081, -1.172], [-3.383, -1.265, -3.076], [-1.476, 2.577, 2.804], [0.421, 2.243, 3.598], [-1.064, 3.565, 4.230], [4.560, 2.088, -1.545], [-0.182, -1.901, -0.213], [-4.749, -0.101, 1.702], [4.725, 0.644, -2.020], [5.129, -1.229, 0.206], [-4.382, 1.046, 1.837], [-2.432, -2.688, -4.283], [-9.321, -2.076, 4.615], [2.499, -2.174, -1.369], [5.150, 2.748, -2.198], [1.967, 1.084, 0.788], [2.973, 3.231, -0.628], [7.026, -1.397, -0.834], [-3.985, -0.057, -0.246], [2.025, 0.856, -2.281], [1.062, 1.999, -1.362], [5.774, -1.986, -0.238], [-0.745, -1.726, -2.399], [6.063, -2.739, 0.498], [-3.329, -1.389, -5.155], [1.596, -0.677, -0.155], [-0.914, 0.038, -2.254], [4.085, 0.425, -2.885], [5.197, -2.483, -1.027], [-2.668, -1.632, -4.328], [6.150, 0.255, -2.343], [1.688, -1.140, 0.832], [-0.246, -0.809, -2.070], [5.003, 2.174, -0.546], [2.038, 1.465, -1.364]],
  "lowdin_charge": [0.061, -0.002, 0.042, 0.032, -0.749, 0.059, 0.103, -0.455, 0.103, 0.033, -0.218, 0.028, 0.041, 0.118, 0.048, 0.114, 0.057, 0.092, 0.090, 0.094, 0.101, -0.286, 0.095, 0.068, 0.702, 0.055, 0.126, -0.042, -0.443, 0.078, -0.455, 0.094, -0.202, 0.058, -0.435, -0.217, 0.072, 0.053, 0.098, 0.062, 0.516, 0.097, 0.065, 0.100, -0.549, 0.046, 0.078, 0.094, -0.022, 0.055, 0.087, 0.099, -0.681, 0.047, 0.113, 0.023, 0.038, -0.162, 0.073, -0.215, 0.111, -0.283],
  "lumo_ev": 1.680,
  "charge": -1,
  "spin_multiplicity": 1,
  "e_homo_ev": -2.9,
  "homo_lumo_gap_ev": 4.59
}



Entry 6:
{
  "formula": "C5H12N4O",
  "method": "wB97M-V/def2-TZVPD",
  "elements": ["H", "H", "C", "C", "H", "N", "C", "C", "H", "H", "H", "H", "O", "H", "N", "H", "C", "H", "H", "N", "N", "H"],
  "xyz": [[0.669, -2.468, 0.686], [0.651, 2.378, -1.650], [-2.535, -0.068, 0.583], [1.294, -0.145, 0.352], [-1.016, -2.544, 0.605], [0.384, 1.552, -1.110], [1.395, 1.011, -0.511], [-0.158, -0.726, 0.409], [-2.418, -0.258, 1.654], [2.132, 0.316, 2.031], [-1.345, 2.196, -0.153], [2.384, 1.571, -0.502], [2.144, -0.359, 1.420], [-1.588, 1.238, -1.655], [-0.208, -2.009, 0.708], [-3.174, 0.685, 0.333], [-1.029, 1.322, -0.721], [2.917, -0.801, -0.567], [-2.959, -1.033, 0.331], [1.977, -0.601, -0.868], [-1.153, 0.106, 0.060], [1.637, -1.364, -1.436]],
  "lowdin_charge": [0.144, 0.194, 0.059, -0.392, 0.136, 0.114, -0.070, -0.121, 0.126, 0.105, 0.162, 0.219, 0.169, 0.167, 0.308, 0.081, -0.043, 0.160, 0.111, 0.227, -0.024, 0.167],
  "de_lowest_kj_mol": 221.6,
  "lumo_ev": -8.272,
  "charge": 2,
  "spin_multiplicity": 1,
  "e_homo_ev": -18.7,
  "homo_lumo_gap_ev": 10.44,
  "smiles": "CN1CN[C@@H]2[NH2+][C@]2(O)C1=[NH2+]"
}



> Which formula does entry 5 have?

C15H31Br2N4O10